Record 1
{
  "formula": "C35H47BrN8O2PbSSb2",
  "method": "the ωB97M-V functional and the def2-TZVPD basis",
  "elements": ["Pb", "Br", "C", "C", "C", "C", "C", "C", "C", "C", "C", "C", "H", "H", "H", "H", "H", "H", "C", "Sb", "C", "C", "C", "C", "C", "C", "C", "C", "C", "Sb", "C", "C", "H", "H", "H", "H", "H", "H", "H", "H", "H", "H", "H", "H", "H", "H", "H", "H", "H", "H", "H", "H", "O", "C", "C", "N", "C", "C", "O", "N", "C", "C", "H", "H", "H", "H", "H", "H", "H", "H", "H", "H", "H", "H", "C", "C", "C", "C", "N", "C", "S", "N", "H", "H", "H", "H", "H", "N", "C", "N", "N", "C", "N", "H", "H", "H", "H"],
  "xyz": [[0.27775, -1.38877, -0.62074], [1.10656, -3.99640, -1.78721], [0.67810, -3.43741, -3.57083], [1.05235, -4.31212, -4.55996], [0.80044, -3.98846, -5.89163], [0.19116, -2.78362, -6.19065], [-0.19619, -1.90042, -5.19055], [-0.78711, -0.62642, -5.55682], [-1.24838, 0.21843, -4.63817], [-1.24768, -0.11556, -3.17991], [-0.40697, -1.30458, -2.79711], [0.01317, -2.20316, -3.79959], [1.53920, -5.24296, -4.30440], [1.09070, -4.67291, -6.67601], [0.01042, -2.51073, -7.22270], [-0.83982, -0.38496, -6.61141], [-1.69432, 1.16178, -4.93434], [-0.84316, 0.76524, -2.65098], [0.15794, 4.12417, 3.03733], [-1.04117, 2.39543, 2.79393], [-0.82242, 1.47611, 4.69528], [-3.00874, 3.20186, 3.03565], [-3.21872, 4.29329, 2.04010], [-3.23854, 5.62598, 2.44473], [-3.40484, 6.64706, 1.52443], [-3.55606, 6.34097, 0.18012], [-3.53294, 5.01920, -0.23197], [-3.36027, 3.97966, 0.68123], [-3.27491, 2.57323, 0.18944], [-1.24171, 1.78055, 0.02355], [-2.70775, -0.29405, -2.71248], [-0.34819, 3.64925, -0.49394], [-0.39910, 4.84539, 3.63354], [0.40018, 4.56496, 2.07533], [1.07576, 3.85202, 3.55532], [-1.07697, 2.28357, 5.38111], [0.19307, 1.13386, 4.84791], [-1.51909, 0.65025, 4.80840], [-3.10986, 3.52966, 4.06949], [-3.70257, 2.37533, 2.87418], [-3.14167, 5.86155, 3.49841], [-3.42853, 7.67615, 1.85606], [-3.70135, 7.12987, -0.54534], [-3.66117, 4.78394, -1.28253], [-3.64466, 2.50727, -0.83654], [-3.85000, 1.85188, 0.77097], [-3.30045, 0.58711, -2.97040], [-2.76575, -0.46373, -1.63604], [-3.15458, -1.15563, -3.20931], [-0.68563, 3.85417, -1.51251], [0.73477, 3.55294, -0.49624], [-0.68305, 4.46845, 0.13737], [1.00570, -0.30966, 3.22034], [1.59026, -1.33317, 3.29926], [2.93974, 1.56725, 0.99017], [3.43835, 1.63951, -0.37068], [4.48497, 2.63272, -0.58730], [2.64570, 1.16878, -1.37106], [1.43976, 0.89005, -1.14128], [3.17447, 1.02405, -2.60405], [4.57163, 0.67770, -2.84165], [2.27662, 0.77881, -3.72419], [3.78782, 1.53477, 1.67323], [2.34291, 0.67175, 1.13097], [2.32799, 2.44309, 1.24301], [4.24068, 3.53630, -0.02415], [4.54879, 2.90003, -1.63705], [5.45723, 2.27075, -0.25061], [5.09797, 0.53497, -1.90295], [5.08112, 1.44389, -3.42738], [4.61025, -0.26148, -3.39675], [1.35355, 1.33706, -3.59449], [2.03205, -0.28123, -3.82670], [2.76527, 1.11544, -4.63720], [3.44480, -7.30642, 2.57287], [3.46104, -5.92087, 3.12830], [4.46667, -5.47114, 3.98393], [4.40107, -4.16479, 4.42061], [3.41347, -3.33882, 4.05956], [2.52453, -3.86973, 3.25493], [1.11770, -2.90197, 2.70897], [2.47624, -5.09537, 2.75952], [3.93671, -8.00919, 3.24229], [3.97810, -7.32287, 1.61985], [2.42143, -7.62503, 2.38935], [5.26718, -6.12543, 4.29736], [5.15115, -3.75539, 5.08634], [-4.79799, -2.48114, 2.58450], [-4.62719, -3.57176, 1.81567], [-5.45646, -4.60387, 1.97627], [-3.68580, -3.68858, 0.89168], [-2.89074, -2.67784, 0.68384], [-2.14015, -1.83589, 0.39320], [-5.49326, -2.44365, 3.30818], [-4.12010, -1.74191, 2.53235], [-6.19706, -4.60767, 2.65359], [-5.34140, -5.40071, 1.37368]],
  "gap_ev": [7.19, 5.87],
  "homo_ha": [-0.4564, -0.4035],
  "de_lowest_kcal_mol": 36.8,
  "charge": 2,
  "energy_ev": -152259.14665
}


Record 2
{
  "formula": "C3H9NO3",
  "method": "the ωB97M-V functional and the def2-TZVPD basis",
  "elements": ["C", "C", "C", "O", "O", "N", "H", "H", "H", "H", "H", "H", "H", "H", "H", "O"],
  "xyz": [[-1.25552, -0.29217, -0.41048], [-0.29675, 0.84400, -0.80876], [0.50114, 1.75505, 0.23409], [-0.03799, 2.99791, 0.59954], [1.48888, 1.45593, 0.84994], [-0.72555, -1.60504, -0.74301], [-2.26321, -0.07257, -0.75004], [-1.43352, -0.12590, 0.77122], [-0.91300, 1.61126, -1.31829], [0.40256, 0.44839, -1.54425], [0.08075, 3.11279, 1.55788], [-0.45551, -1.69508, -1.67133], [-1.22720, -2.41519, -0.38595], [2.91422, -2.22336, 1.08668], [1.21313, -1.74331, 1.03100], [2.00758, -2.05271, 1.50177]],
  "gap_ev": 10.43,
  "smiles": "NCCC(=O)O.O",
  "homo_ha": -0.3567,
  "de_lowest_kcal_mol": 49.5,
  "charge": 0,
  "energy_ev": -10888.43553
}


Record 3
{
  "formula": "C2H11N2O2",
  "method": "the ωB97M-V functional and the def2-TZVPD basis",
  "elements": ["C", "C", "N", "N", "H", "H", "H", "H", "H", "H", "H", "H", "H", "O", "H", "H", "O"],
  "xyz": [[0.35210, -0.80527, -0.61548], [-0.21811, -2.00080, -0.74012], [0.17763, -2.80318, -1.85446], [-0.29847, 0.20101, 0.26039], [1.17931, -0.49299, -1.23548], [-0.70881, -2.56244, 0.04776], [-0.55067, -3.51224, -1.86979], [0.18217, -2.28282, -2.72366], [-1.11470, -0.21892, 0.70349], [0.34222, 0.52910, 1.00579], [-0.62156, 1.03713, -0.24868], [0.08431, 3.29354, -0.94947], [-1.26345, 3.66057, -0.44475], [-0.60152, 2.96048, -0.35414], [0.65192, 0.73866, 3.55520], [1.57751, 1.48101, 2.73156], [0.64554, 1.21636, 2.72575]],
  "gap_ev": 9.84,
  "homo_ha": -0.4719,
  "de_lowest_kcal_mol": 35.9,
  "charge": 1,
  "energy_ev": -9320.75089
}